1.
DFT (ωB97M-V with the def2-TZVPD basis set) results for C37H91CuN6O15 as an isolated structure at a distorted geometry.

Results
- HOMO: -8.48 eV
- DFT total energy: -124127.7466 eV
- Kohn-Sham gap: 8.616 eV

Each line ends with the Löwdin charge.
Geometry (Å):
Cu 10.83520 -2.84595 -16.70538  0.499
O 7.34600 -5.08744 -18.42066  0.122
C 8.07714 -4.57790 -17.47756  -0.846
O 9.31876 -4.48729 -17.54287  -0.033
O 7.45338 -4.14492 -16.50288  -0.025
H 6.52430 -5.07528 -17.92442  0.072
C 4.89031 -7.46049 -17.37989  -0.107
O 4.33617 -6.16126 -17.31742  -0.216
C 3.93230 -5.71851 -18.63376  -0.176
C 3.35122 -4.25266 -18.51059  -0.202
N 4.47994 -3.40743 -18.18794  -0.045
C 3.95370 -2.04432 -18.20367  -0.210
C 4.89892 -0.96505 -17.67666  -0.222
O 4.24022 0.30560 -17.75092  -0.174
C 5.02871 1.26986 -17.00155  -0.087
H 5.63071 -7.60098 -18.16740  0.079
H 4.13031 -8.22181 -17.55565  0.087
H 5.37204 -7.63396 -16.41763  0.092
H 3.08802 -6.32821 -18.95558  0.114
H 4.74841 -5.82705 -19.34810  0.105
H 2.59716 -4.27239 -17.72376  0.099
H 2.83807 -3.95807 -19.42601  0.122
H 4.93699 -3.70143 -17.33660  0.076
H 2.94010 -2.02650 -17.80316  0.111
H 3.79494 -1.78207 -19.24968  0.119
H 5.84078 -0.87777 -18.21831  0.123
H 5.30328 -1.24826 -16.70487  0.098
H 4.81365 1.35406 -15.93630  0.083
H 4.84954 2.20076 -17.53953  0.085
H 6.09718 1.05494 -17.01841  0.075
C 0.96669 -1.86312 -12.58198  -0.127
O 2.15346 -2.04136 -13.32084  -0.184
C 2.12045 -3.28475 -14.05427  -0.174
C 3.38993 -3.42430 -14.96866  -0.204
N 4.60492 -3.67982 -14.27388  -0.044
C 4.66066 -5.03626 -13.83518  -0.212
C 6.01100 -5.20164 -13.23915  -0.202
O 6.06943 -6.42910 -12.46694  -0.189
C 7.39523 -6.78119 -12.12350  -0.126
H 0.83392 -2.77369 -11.99775  0.079
H 0.07828 -1.75176 -13.20362  0.083
H 1.02424 -1.04552 -11.86343  0.087
H 1.28560 -3.26537 -14.75480  0.117
H 2.04443 -4.16621 -13.41761  0.109
H 3.47860 -2.43015 -15.40672  0.107
H 3.22307 -4.12740 -15.78468  0.090
H 5.39146 -3.63891 -14.90616  0.085
H 4.55247 -5.69469 -14.69708  0.115
H 3.90461 -5.32683 -13.10575  0.126
H 6.42911 -4.39647 -12.63501  0.116
H 6.70002 -5.34021 -14.07230  0.111
H 7.88887 -7.23227 -12.98428  0.086
H 7.27537 -7.50895 -11.32095  0.085
H 7.98692 -5.97917 -11.68216  0.073
C 5.91802 -0.65696 -13.19401  -0.130
O 7.10663 -0.30434 -13.84279  -0.193
C 7.78666 -1.31286 -14.67067  -0.158
C 8.68994 -2.13373 -13.73548  -0.181
N 9.46894 -3.07446 -14.53338  -0.061
C 10.22923 -4.02323 -13.72293  -0.185
C 11.02922 -4.99550 -14.59414  -0.169
O 12.00441 -4.24299 -15.39721  -0.231
C 12.79240 -5.13894 -16.17056  -0.089
H 6.02870 -1.40202 -12.40614  0.080
H 5.17344 -1.05930 -13.88090  0.062
H 5.42560 0.21948 -12.77274  0.086
H 8.28925 -0.78656 -15.48216  0.117
H 7.19280 -2.06627 -15.18817  0.087
H 8.02401 -2.71046 -13.09361  0.103
H 9.39170 -1.56797 -13.12265  0.127
H 8.85692 -3.57229 -15.16402  0.058
H 9.60204 -4.68771 -13.12862  0.107
H 10.94609 -3.48476 -13.10305  0.127
H 10.31528 -5.57708 -15.17738  0.124
H 11.55087 -5.64452 -13.89075  0.126
H 13.53803 -5.59873 -15.52193  0.096
H 13.27308 -4.47936 -16.89306  0.081
H 12.20209 -5.88920 -16.69662  0.084
C 9.01022 -13.41859 -17.26037  -0.118
O 9.17022 -12.06707 -17.62820  -0.198
C 10.15516 -11.38732 -16.84810  -0.235
C 10.66145 -10.07733 -17.45322  -0.186
N 9.38931 -9.33728 -17.64478  -0.039
C 9.64852 -8.11229 -18.43304  -0.174
C 10.06600 -8.31216 -19.91562  -0.212
O 11.41578 -8.68653 -20.08115  -0.208
C 11.73379 -8.89258 -21.45544  -0.103
H 8.14478 -13.82342 -17.78499  0.088
H 8.96190 -13.51867 -16.17605  0.085
H 9.83974 -14.04592 -17.58666  0.080
H 11.05606 -11.99814 -16.78997  0.112
H 9.76101 -11.25978 -15.83990  0.121
H 11.30399 -10.24382 -18.31781  0.107
H 11.31631 -9.61466 -16.71485  0.118
H 8.67205 -9.88337 -18.10021  0.095
H 10.11703 -7.33855 -17.82483  0.104
H 8.68370 -7.64839 -18.63805  0.098
H 9.91521 -7.41962 -20.52285  0.086
H 9.38040 -9.06257 -20.30925  0.128
H 11.16240 -9.68171 -21.94421  0.085
H 12.78448 -9.16248 -21.56181  0.088
H 11.61077 -7.96824 -22.01984  0.071
C 9.89112 -7.57556 -28.92636  -0.159
O 10.29824 -7.48962 -27.62910  -0.177
C 10.54080 -8.78115 -27.10102  -0.213
C 11.37321 -8.58675 -25.79424  -0.186
N 10.89068 -7.56432 -24.84754  -0.070
C 9.64006 -7.95463 -24.18229  -0.202
C 9.07800 -6.83718 -23.29057  -0.166
O 8.12566 -7.34838 -22.26891  -0.196
C 7.48614 -6.28467 -21.59444  -0.127
H 9.88559 -6.52731 -29.22508  0.093
H 8.89261 -8.00535 -29.00612  0.092
H 10.53758 -8.04293 -29.66916  0.089
H 11.11333 -9.47772 -27.71347  0.122
H 9.58486 -9.20844 -26.79818  0.109
H 12.35697 -8.22421 -26.09236  0.110
H 11.56359 -9.52516 -25.27341  0.115
H 10.72610 -6.67950 -25.30592  0.100
H 10.00263 -8.72400 -23.50060  0.090
H 8.93637 -8.30163 -24.93895  0.112
H 8.55523 -6.12181 -23.92544  0.115
H 9.92350 -6.33238 -22.82323  0.107
H 6.54487 -6.53735 -21.10632  0.076
H 7.16376 -5.51806 -22.29904  0.083
H 8.07064 -5.81402 -20.80390  0.069
C 12.42720 0.60299 -21.30954  -0.119
O 12.56893 -0.25853 -20.20950  -0.204
C 13.42956 -1.35095 -20.43341  -0.189
C 13.35332 -2.43355 -19.24620  -0.159
N 11.97050 -2.79601 -19.04861  -0.065
C 11.50595 -3.71811 -20.04274  -0.182
C 12.09674 -5.11660 -19.95433  -0.195
O 13.35523 -5.11335 -20.57046  -0.181
C 14.16698 -6.16371 -20.14118  -0.110
H 13.37083 0.98793 -21.69617  0.085
H 11.87558 1.42561 -20.85443  0.093
H 11.88372 0.33721 -22.21623  0.088
H 14.41144 -0.88122 -20.49141  0.118
H 13.22601 -1.74435 -21.42935  0.115
H 13.68815 -1.96006 -18.32327  0.113
H 14.08626 -3.19119 -19.52346  0.113
H 11.60931 -1.86749 -19.21445  0.094
H 11.56733 -3.23016 -21.01549  0.127
H 10.46609 -3.88038 -19.75906  0.109
H 11.47327 -5.81373 -20.51414  0.109
H 12.05408 -5.44096 -18.91458  0.112
H 15.06545 -6.21557 -20.75613  0.092
H 13.73668 -7.16416 -20.09600  0.078
H 14.52531 -5.96047 -19.13203  0.081



2.
DFT (ωB97M-V with the def2-TZVPD basis set) results for C37H93AgF3N5O13 as an isolated structure at a distorted geometry.

Results
- Total charge: +4
- HOMO: -12.77 eV
- DFT total energy: -86047.7445 eV
- Kohn-Sham gap: 1.694 eV

Each line ends with the Löwdin charge.
Geometry (Å):
Ag 19.26795 4.01575 5.41364  0.656
C 20.95773 -2.85382 9.83030  -0.460
O 21.99653 -3.51816 9.12921  -0.079
O 19.90869 -3.71176 9.69944  -0.092
C 21.35371 -2.07306 11.17056  -0.509
F 21.99568 -2.88890 12.05734  0.125
F 22.24676 -1.07375 10.92721  0.079
F 20.32478 -1.49564 11.79129  0.136
C 23.22989 -2.83949 8.91324  -0.295
C 23.81724 -3.48991 7.66720  -0.067
H 23.89750 -4.55604 7.87937  0.093
H 23.17574 -3.23723 6.82297  0.050
H 24.79182 -3.01448 7.55647  0.075
H 23.88429 -2.95444 9.77733  0.122
H 23.23963 -1.81587 8.53877  0.088
H 20.81771 -2.06637 9.08974  0.101
C 21.33892 1.31754 8.97621  -0.043
C 20.68925 2.56291 8.32470  -0.554
C 21.75182 3.70934 8.27871  -0.087
O 20.10417 2.34054 7.05216  -0.378
H 22.18537 0.86142 8.46281  0.069
H 20.64879 0.47385 8.97377  0.063
H 21.63869 1.47669 10.01203  0.071
H 19.88740 2.93008 8.96527  0.092
H 21.46474 4.64893 7.80662  0.038
H 22.72703 3.43199 7.87853  0.061
H 22.01221 4.05108 9.28046  0.057
C 24.23123 6.54652 8.42328  -0.086
O 25.48331 6.08842 7.95265  -0.210
C 26.51551 5.84179 8.94528  -0.176
C 27.86444 5.56686 8.30183  -0.068
N 28.23544 6.63996 7.26289  0.097
H 28.90335 6.30148 6.58507  0.166
H 27.40515 6.80934 6.71334  0.158
C 28.81414 7.96761 7.82749  -0.038
C 29.26050 8.84836 6.66160  -0.263
O 30.18541 8.20917 5.88817  -0.160
C 30.44520 9.03190 4.76572  -0.073
H 23.73881 6.97691 7.55129  0.098
H 24.25137 7.24398 9.26068  0.097
H 23.74624 5.63792 8.78013  0.064
H 26.25357 5.01591 9.60663  0.133
H 26.58586 6.75203 9.54077  0.123
H 27.92956 4.58435 7.83436  0.135
H 28.61062 5.47389 9.09094  0.143
H 29.66996 7.79829 8.48094  0.144
H 28.01880 8.35136 8.46644  0.132
H 29.62145 9.84747 6.90574  0.150
H 28.34769 9.00705 6.08740  0.124
H 31.05931 9.91315 4.95114  0.108
H 29.54185 9.36072 4.25199  0.097
H 31.02312 8.43133 4.06328  0.105
C 16.82302 8.80114 3.59779  -0.060
O 17.16010 8.34282 4.90730  -0.233
C 17.42098 9.38757 5.86345  -0.182
C 17.55509 8.77444 7.23933  -0.034
N 18.22972 7.35349 7.05763  0.070
H 17.61327 6.68687 6.61525  0.136
H 18.94370 7.40833 6.34536  0.139
C 18.98909 6.77381 8.29571  -0.063
C 18.09966 6.23772 9.45578  -0.189
O 17.64955 7.44213 10.05585  -0.187
C 16.54647 7.21120 10.89402  -0.080
H 17.59941 9.42268 3.15169  0.102
H 15.83509 9.26016 3.63514  0.102
H 16.67530 7.89672 3.00762  0.095
H 16.60216 10.10490 5.80810  0.147
H 18.39876 9.83891 5.69508  0.133
H 16.58171 8.52284 7.66045  0.137
H 18.18956 9.33335 7.92721  0.140
H 19.73471 7.53717 8.51800  0.137
H 19.54420 5.90630 7.93878  0.075
H 18.65042 5.58991 10.13776  0.112
H 17.31439 5.65813 8.97048  0.118
H 16.06390 8.18815 10.92202  0.106
H 16.83944 6.79483 11.85782  0.097
H 15.79328 6.55146 10.46325  0.093
C 18.26204 3.50342 11.84156  -0.121
O 17.33774 3.30174 10.78945  -0.213
C 16.84207 1.94337 10.56917  -0.138
C 16.10863 1.80010 9.26173  -0.055
N 17.06018 1.96091 8.07098  0.068
H 17.09519 2.93763 7.81627  0.129
H 18.03086 1.73599 8.23616  0.123
C 16.75998 1.22745 6.72880  -0.033
C 17.02025 -0.34209 6.81949  -0.196
O 16.47790 -0.98412 7.92374  -0.155
C 17.28585 -2.02182 8.24221  -0.122
H 19.21137 3.02724 11.59635  0.068
H 18.05558 2.94258 12.75312  0.099
H 18.33615 4.55095 12.13360  0.087
H 16.08308 1.73788 11.32403  0.143
H 17.66108 1.24878 10.75585  0.140
H 15.30703 2.45129 8.91318  0.146
H 15.65725 0.81466 9.14646  0.132
H 17.40701 1.70201 5.99107  0.087
H 15.70939 1.37654 6.47954  0.131
H 18.10019 -0.42150 6.69489  0.099
H 16.65343 -0.83042 5.91668  0.145
H 18.26510 -1.72028 8.61402  0.067
H 17.52559 -2.59342 7.34561  0.108
H 16.93323 -2.58562 9.10585  0.119
C 20.77127 -1.83493 6.26803  -0.064
O 20.29877 -1.18621 5.09064  -0.183
C 21.25448 -1.13683 4.03030  -0.195
C 22.32635 -0.09187 4.21323  -0.063
N 21.68558 1.23501 4.59512  0.074
H 21.02612 1.50711 3.88015  0.161
H 21.09018 1.10796 5.40100  0.115
C 22.51801 2.49954 4.68542  -0.092
C 23.89115 2.35646 5.30137  -0.235
O 24.72804 1.77892 4.34904  -0.186
C 26.07210 1.65570 4.75664  -0.077
H 19.96546 -1.88524 7.00033  0.069
H 21.56282 -1.22230 6.69959  0.075
H 21.04477 -2.86805 6.05367  0.112
H 20.75811 -1.05163 3.06364  0.136
H 21.67273 -2.08145 3.68266  0.146
H 22.77551 0.19640 3.26282  0.146
H 23.05796 -0.31870 4.98871  0.135
H 21.89329 3.24185 5.18222  0.074
H 22.66034 2.87786 3.67313  0.142
H 23.78457 1.81471 6.24118  0.124
H 24.40100 3.30058 5.49320  0.129
H 26.51278 2.61920 5.01273  0.083
H 26.68230 1.10326 4.04210  0.108
H 26.15355 1.04409 5.65520  0.092
C 21.77175 -0.80026 15.09574  -0.053
O 23.16881 -0.48151 14.96115  -0.197
C 23.72411 0.05988 16.14076  -0.191
C 23.69108 1.61302 16.11975  -0.036
N 24.71467 2.23234 15.10282  0.113
H 24.65941 3.22846 15.26028  0.164
H 25.60930 1.86296 15.39147  0.162
C 24.55020 1.88289 13.57038  -0.056
C 23.51954 2.72578 12.91877  -0.235
O 22.18165 2.56176 13.35110  -0.166
C 21.41645 3.76610 13.38615  -0.083
H 21.60452 -1.37620 16.00593  0.096
H 21.38394 -1.39795 14.27084  0.082
H 21.15301 0.08751 15.22664  0.085
H 24.76422 -0.26252 16.18896  0.130
H 23.31062 -0.44564 17.01346  0.140
H 23.96603 1.99782 17.10181  0.138
H 22.71359 1.92947 15.75576  0.116
H 24.35334 0.82673 13.38635  0.134
H 25.54580 1.97582 13.13649  0.138
H 23.58280 2.44976 11.86620  0.128
H 23.84179 3.76703 12.91118  0.125
H 20.44025 3.68954 13.86498  0.096
H 21.24560 3.99251 12.33371  0.070
H 21.90345 4.66314 13.76857  0.093